a.
# C5H8OS

An isolated molecule of C5H8OS (the ωB97M-V functional and the def2-TZVPD basis, OMol25).

## Properties
LUMO level (eV): 0.862
Orbital gap (eV): 9.74

The geometry in ORCA input format:
```
! wB97M-V def2-TZVPD RIJCOSX def2/J DEFGRID3
* xyz 0 1
C -0.09 -1.36 -0.28
C 0.88 0.81 1.33
H -0.37 2.18 -1.40
C 0.12 1.35 -0.91
H -0.97 1.71 0.96
C -0.99 -1.88 0.54
H 1.82 0.44 0.94
C -0.04 1.34 0.56
H 0.76 0.73 2.40
S -0.65 -0.23 -1.61
H 1.17 1.31 -1.20
H -0.74 -2.63 1.27
O 0.17 -0.55 -2.77
H -2.02 -1.55 0.51
H 0.94 -1.68 -0.35
*
```



b.
# C5H8OS

A structure of composition C5H8OS (the ωB97M-V functional and the def2-TZVPD basis, OMol25).

## Properties
LUMO level (eV): -1.056
Orbital gap (eV): 7.51

The geometry in ORCA input format:
```
! wB97M-V def2-TZVPD RIJCOSX def2/J DEFGRID3
* xyz 0 1
H 3.45 0.07 1.19
O -1.37 2.20 0.20
C 1.89 -0.38 -0.10
H -0.56 2.11 1.18
H 0.73 1.22 -0.81
H 2.78 1.49 0.29
C 3.22 0.43 0.16
C -1.79 0.91 -0.15
S -1.05 -1.79 0.14
H -2.56 0.55 0.67
C -0.68 -0.17 -0.22
H -2.54 0.97 -1.15
H 2.22 -1.46 0.04
H 4.14 0.33 -0.65
C 0.71 0.18 -0.47
*
```



a is favored, and the nearest alternative lies 44.9 kcal/mol above it.



a.
# C4H10N2O

An isolated molecule of C4H10N2O (the ωB97M-V functional and the def2-TZVPD basis, OMol25).

## Properties
SMILES string: C=C(O)N(N)CC
LUMO level (eV): 0.971
Orbital gap (eV): 9.35

The geometry in ORCA input format:
```
! wB97M-V def2-TZVPD RIJCOSX def2/J DEFGRID3
* xyz 0 1
C 0.79 1.13 -0.25
O -2.20 -1.21 0.26
C 0.11 -1.85 -0.03
H 2.79 1.39 0.46
N -0.69 0.54 0.20
H -2.42 -2.06 -0.15
H 2.46 -0.23 -0.09
N -1.76 1.31 -0.29
H 0.65 2.18 0.02
H 1.19 -1.80 -0.01
H -0.29 -2.84 0.07
H -2.51 1.25 0.40
H 1.81 0.34 1.48
H 0.89 1.11 -1.34
H -2.14 0.90 -1.15
C 2.01 0.62 0.44
C -0.69 -0.79 -0.03
*
```



b.
# C4H10N2O

An isolated molecule of C4H10N2O (the ωB97M-V functional and the def2-TZVPD basis, OMol25).

## Properties
SMILES string: NC[C@@H](N)CC=O
LUMO level (eV): 0.809
Orbital gap (eV): 9.95

The geometry in ORCA input format:
```
! wB97M-V def2-TZVPD RIJCOSX def2/J DEFGRID3
* xyz 0 1
C 0.34 1.21 0.57
H 1.09 -0.06 -1.60
C -0.09 -2.39 -0.43
H 0.49 1.15 1.71
O -0.14 -3.61 -0.24
C 0.31 -1.39 0.58
H 1.34 1.71 0.35
H -1.20 -0.05 0.13
C -0.18 -0.04 -0.07
N -0.65 2.32 0.29
H -0.10 -1.48 1.59
N 0.04 -0.11 -1.62
H -1.55 2.33 0.75
H -0.53 -2.12 -1.34
H 1.31 -1.42 0.77
H -0.21 0.77 -1.95
H -0.25 3.18 0.53
*
```



b is favored, and the nearest alternative lies 25.2 kcal/mol above it.



a.
# C4H10N2O

An isolated molecule of C4H10N2O (the ωB97M-V functional and the def2-TZVPD basis, OMol25).

## Properties
SMILES string: N[C@@H]1CN[C@@H]1CO
LUMO level (eV): 0.641
Orbital gap (eV): 8.77

The geometry in ORCA input format:
```
! wB97M-V def2-TZVPD RIJCOSX def2/J DEFGRID3
* xyz 0 1
H -1.85 1.28 1.02
H -0.27 -0.63 2.05
H -2.34 -0.56 0.98
C -1.61 0.19 0.55
H 2.06 0.22 1.13
H 1.94 1.59 -0.55
H -2.60 0.74 -1.16
H -0.60 -1.79 -0.76
H 2.50 -1.13 -0.61
C -0.16 -0.57 0.99
C 1.28 -0.78 -0.72
O -1.71 0.21 -0.90
N 0.11 -1.60 -0.14
C 1.05 0.22 0.54
H 0.23 1.30 -0.74
H 0.93 -0.25 -1.61
N 1.05 1.53 -0.08
*
```



b.
# C4H10N2O

A cluster of 2 separate species, C4H10N2O in total (the ωB97M-V functional and the def2-TZVPD basis, OMol25).

## Properties
SMILES string: C/C=N/N.C=CO
LUMO level (eV): 1.150
Orbital gap (eV): 8.68

The geometry in ORCA input format:
```
! wB97M-V def2-TZVPD RIJCOSX def2/J DEFGRID3
* xyz 0 1
H -0.61 1.15 1.11
H -1.48 -0.72 -1.30
N -1.51 -1.16 1.12
C -0.19 0.99 -1.54
H -1.58 -2.10 1.49
N -0.14 -0.90 0.90
C -0.49 -0.35 -1.54
H 0.78 1.31 -1.89
H -1.00 1.71 -1.60
O 0.42 -1.26 -1.93
H 1.72 1.84 0.62
H 0.28 -2.05 -1.38
H 2.21 0.14 0.38
H 1.80 0.74 2.01
H -1.88 -0.54 1.86
C 0.12 0.41 0.76
C 1.56 0.81 0.95
*
```



c.
# C4H10N2O

An isolated molecule of C4H10N2O (the ωB97M-V functional and the def2-TZVPD basis, OMol25).

## Properties
SMILES string: CNCCNC=O
LUMO level (eV): 0.874
Orbital gap (eV): 9.75

The geometry in ORCA input format:
```
! wB97M-V def2-TZVPD RIJCOSX def2/J DEFGRID3
* xyz 0 1
C 0.15 0.52 -0.25
H -1.44 1.71 0.55
H -0.78 -3.36 -0.94
C -0.50 -0.86 -0.38
H -1.39 -2.68 -2.45
N -0.55 1.30 0.77
H 0.19 -1.00 -2.34
C -0.48 -2.82 -1.84
H -0.33 -1.43 0.52
N 0.12 -1.54 -1.49
C 0.14 1.86 1.81
H -1.58 -0.72 -0.54
H -0.54 2.20 2.61
O 1.34 2.01 1.90
H 0.27 1.01 -1.22
H 1.11 0.36 0.24
H 0.18 -3.45 -2.43
*
```



d.
# C4H10N2O

A cluster of 2 separate species, C4H10N2O in total (the ωB97M-V functional and the def2-TZVPD basis, OMol25).

## Properties
LUMO level (eV): 0.413
Orbital gap (eV): 8.37

The geometry in ORCA input format:
```
! wB97M-V def2-TZVPD RIJCOSX def2/J DEFGRID3
* xyz 0 1
H 2.22 0.61 -1.41
N 0.90 1.44 1.00
O -0.26 0.10 -1.96
H -1.70 -0.41 1.91
H 2.02 -1.15 -1.61
H -2.43 0.18 0.38
C -0.32 -1.19 0.09
C 0.35 -0.18 -0.72
C -1.64 0.31 1.10
H -1.22 0.01 -1.87
H 0.23 -1.62 0.92
N 0.02 1.05 0.21
H 2.37 -0.46 -0.01
H -1.72 1.30 1.56
H -1.13 -1.76 -0.34
H 0.47 2.08 1.69
C 1.84 -0.30 -0.95
*
```



c is favored, and the nearest alternative lies 68.5 kcal/mol above it.



a.
# C4H10N2O

An isolated molecule of C4H10N2O (the ωB97M-V functional and the def2-TZVPD basis, OMol25).

## Properties
SMILES string: CCNCC(N)=O
LUMO level (eV): 0.987
Orbital gap (eV): 9.67

The geometry in ORCA input format:
```
! wB97M-V def2-TZVPD RIJCOSX def2/J DEFGRID3
* xyz 0 1
C -0.33 1.10 1.18
H 0.00 0.18 1.73
N 0.52 1.02 -0.14
H 1.19 1.86 -0.26
H 0.98 -2.81 -0.17
H -1.44 1.10 0.97
H -1.01 0.73 -1.53
C 0.09 2.28 2.14
H 0.56 0.32 -2.17
H -0.53 2.20 2.93
O -1.28 -1.91 -0.87
H 1.17 2.23 2.39
C -0.04 0.23 -1.26
H -0.05 3.25 1.61
N 1.05 -1.89 -0.64
H 1.30 -1.28 0.11
C -0.20 -1.35 -0.94
*
```



b.
# C4H10N2O

A cluster of 2 separate species, C4H10N2O in total (the ωB97M-V functional and the def2-TZVPD basis, OMol25).

## Properties
LUMO level (eV): -1.720
Orbital gap (eV): 7.59

The geometry in ORCA input format:
```
! wB97M-V def2-TZVPD RIJCOSX def2/J DEFGRID3
* xyz 0 1
C 1.14 -1.56 0.64
H -0.49 -0.84 1.52
H -1.31 0.16 -1.48
N -2.49 0.94 0.02
H 2.60 0.58 0.58
C 2.07 -1.26 -0.40
H 0.91 0.55 -0.43
N -0.11 -0.80 0.64
H 2.97 -1.75 -0.37
H -0.02 1.34 0.96
H -2.57 1.78 0.56
C -1.23 0.91 -0.74
H 1.73 -0.90 -1.36
H -3.31 0.84 -0.55
O 1.22 -2.37 1.59
H -1.04 1.83 -1.33
C -0.07 0.56 0.15
*
```



a is favored, and the nearest alternative lies 79.4 kcal/mol above it.



a.
# C4H10N2O

An isolated molecule of C4H10N2O (the ωB97M-V functional and the def2-TZVPD basis, OMol25).

## Properties
SMILES string: CCC(=O)NCN
LUMO level (eV): 0.873
Orbital gap (eV): 10.37

The geometry in ORCA input format:
```
! wB97M-V def2-TZVPD RIJCOSX def2/J DEFGRID3
* xyz 0 1
N -0.05 -1.16 0.41
H 1.96 2.09 -1.88
H 2.38 0.37 -1.62
C -0.20 -0.26 -0.62
O -0.87 -0.52 -1.60
C 0.63 1.02 -0.56
C -0.08 -0.78 1.80
H 1.02 0.84 -2.68
N -1.03 0.30 2.02
H -1.06 0.61 2.97
H 1.21 1.05 0.36
H -0.48 -2.04 0.16
H -0.08 1.84 -0.58
H -1.93 0.07 1.61
H 0.92 -0.49 2.12
H -0.32 -1.67 2.39
C 1.57 1.08 -1.77
*
```



b.
# C4H10N2O

An isolated molecule of C4H10N2O (the ωB97M-V functional and the def2-TZVPD basis, OMol25).

## Properties
SMILES string: CC[C@@H](N)C(N)=O
LUMO level (eV): 0.823
Orbital gap (eV): 10.27

The geometry in ORCA input format:
```
! wB97M-V def2-TZVPD RIJCOSX def2/J DEFGRID3
* xyz 0 1
H -0.95 1.16 -0.75
H -1.03 -2.27 -0.99
N 2.14 0.03 -0.49
H 0.53 -0.97 0.79
H 2.78 -0.58 0.12
H -0.93 0.33 2.49
N -0.65 1.04 1.75
C 0.73 -0.09 0.11
C -0.38 0.14 -0.96
C -1.40 -1.14 -1.08
O 1.47 1.72 1.60
H -2.15 -1.02 -0.41
C 0.64 0.95 1.24
H -0.05 0.42 -1.96
H -1.03 1.99 2.06
H -1.93 -1.20 -2.16
H 2.20 -0.51 -1.35
*
```



c.
# C4H10N2O

An isolated molecule of C4H10N2O (the ωB97M-V functional and the def2-TZVPD basis, OMol25).

## Properties
SMILES string: CNCCNC=O
LUMO level (eV): 0.840
Orbital gap (eV): 9.92

The geometry in ORCA input format:
```
! wB97M-V def2-TZVPD RIJCOSX def2/J DEFGRID3
* xyz 0 1
H -0.95 0.41 2.21
H 0.92 -0.72 1.32
H 0.48 0.73 -1.04
C 1.77 -0.79 -1.15
H -2.49 1.90 -0.26
C -0.77 0.70 1.11
C -2.81 0.84 -0.17
O 2.34 -1.60 -0.48
H -1.08 -0.29 -0.58
H 1.23 1.02 1.62
H -0.99 1.80 1.08
N -1.66 -0.02 0.22
H -3.72 0.53 0.45
C 0.75 0.28 0.93
H -2.98 0.53 -1.20
H 1.85 -0.71 -2.15
N 1.00 0.22 -0.50
*
```



d.
# C4H10N2O

A structure of composition C4H10N2O (the ωB97M-V functional and the def2-TZVPD basis, OMol25).

## Properties
LUMO level (eV): 0.720
Orbital gap (eV): 8.62

The geometry in ORCA input format:
```
! wB97M-V def2-TZVPD RIJCOSX def2/J DEFGRID3
* xyz 0 1
H -1.99 -1.89 -0.65
C 1.06 0.78 0.42
H 2.31 0.42 2.13
H 1.35 -0.98 1.60
H 0.86 -0.18 -1.76
H -1.75 1.02 -1.00
C -1.52 -0.02 -1.22
H 0.56 0.33 2.44
H -0.17 0.41 -0.26
O 0.33 -1.75 -0.51
N 1.47 1.86 -0.08
C 0.30 -0.59 -0.92
C 1.35 0.10 1.71
N -2.35 -0.94 -0.55
H -2.43 -0.74 0.44
H -1.50 -0.18 -2.30
H 2.13 2.35 0.53
*
```



a is favored, and the nearest alternative lies 42.4 kcal/mol above it.



a.
# C5H12O

A structure of composition C5H12O (the ωB97M-V functional and the def2-TZVPD basis, OMol25).

## Properties
LUMO level (eV): 0.849
Orbital gap (eV): 8.28

The geometry in ORCA input format:
```
! wB97M-V def2-TZVPD RIJCOSX def2/J DEFGRID3
* xyz 0 1
C -0.82 -2.31 0.35
H 0.60 -0.68 0.34
C -0.74 -0.79 0.07
H -0.32 3.22 -1.11
H 0.61 0.78 -1.50
C 1.88 -0.11 0.47
H 2.39 -0.43 -0.45
C -0.56 2.38 -0.44
H 2.52 -0.14 1.35
H -1.24 -0.61 -0.89
H -1.56 2.01 -0.72
O 1.31 1.15 0.37
C 0.40 1.25 -0.54
H -0.28 -2.91 -0.40
H -1.85 -2.69 0.34
H -1.31 -0.26 0.84
H -0.42 -2.59 1.33
H -0.60 2.74 0.59
*
```



b.
# C5H12O

A cluster of 2 separate species, C5H12O in total (the ωB97M-V functional and the def2-TZVPD basis, OMol25).

## Properties
SMILES string: C=CCCC.O
LUMO level (eV): 0.866
Orbital gap (eV): 9.71

The geometry in ORCA input format:
```
! wB97M-V def2-TZVPD RIJCOSX def2/J DEFGRID3
* xyz 0 1
C -0.77 -1.71 -1.13
C 0.33 -0.40 0.89
C 2.49 0.80 1.73
H -0.28 -1.59 -2.21
H 0.54 -1.37 1.13
H -0.12 -2.46 -0.64
H -1.74 2.42 -1.43
H -0.14 0.14 -1.26
H 1.95 0.41 -0.25
C -0.63 -0.32 -0.43
H -2.77 1.69 -0.49
H -1.56 0.13 -0.15
H 2.99 1.73 1.34
O -2.61 1.95 -1.37
H -0.34 0.12 1.63
H -1.77 -2.18 -0.94
C 1.67 0.22 0.83
H 2.77 0.42 2.74
*
```



b is favored, and the nearest alternative lies 33.5 kcal/mol above it.



a.
# C3H5Cl

A structure of composition C3H5Cl (the ωB97M-V functional and the def2-TZVPD basis, OMol25).

## Properties
LUMO level (eV): 1.161
Orbital gap (eV): 10.37

The geometry in ORCA input format:
```
! wB97M-V def2-TZVPD RIJCOSX def2/J DEFGRID3
* xyz 0 1
Cl 1.42 -1.24 -2.11
H -0.22 -1.65 0.19
C -0.55 0.48 0.83
C 0.77 -0.17 -0.94
C -0.02 -0.60 -0.01
H 1.11 1.16 -1.14
H -1.61 0.57 0.56
H -0.70 0.00 1.88
H -0.20 1.45 0.74
*
```



b.
# C3H5Cl

A structure of composition C3H5Cl (the ωB97M-V functional and the def2-TZVPD basis, OMol25).

## Properties
LUMO level (eV): 1.003
Orbital gap (eV): 10.47

The geometry in ORCA input format:
```
! wB97M-V def2-TZVPD RIJCOSX def2/J DEFGRID3
* xyz 0 1
C 0.42 -0.09 0.45
H -0.53 1.32 -1.18
H -1.63 0.06 -0.68
C 0.96 -1.23 -0.01
H 1.68 -1.60 0.73
H 0.79 -1.71 -0.99
Cl 0.91 0.64 1.90
C -1.06 0.91 -0.37
H -1.53 1.69 0.15
*
```



a is favored, and the nearest alternative lies 6.6 kcal/mol above it.